C25H22I2N4O6RuSi | ωB97M-V/def2-TZVPD

Calculated values
2S+1: 2
total charge: -1
<S²>: 0.75
orbital gap (alpha / beta): 5.75 / 5.68 eV
HOMO energy (alpha / beta): -4.40 / -4.39 eV

Each line ends with the Löwdin charge.
Atoms and positions in Å:
Ru: -0.2011 -0.0474 -0.3395  1.201
I: -4.9783 -0.1401 -2.8609  0.853
C: -3.8500 1.4719 -2.1450  -0.650
C: -4.3769 2.7575 -2.0954  -0.241
C: -3.6416 3.7860 -1.5540  -0.668
I: -4.5412 5.6918 -1.4409  0.831
C: -2.3361 3.5771 -1.0620  -0.217
C: -1.5181 4.5448 -0.4428  -0.048
C: -0.2768 4.1857 0.0196  -0.046
C: 0.1936 2.8878 -0.1828  -0.108
N: -0.5389 1.9710 -0.7863  -0.003
C: -1.7981 2.2695 -1.1759  -0.137
C: -2.5652 1.1541 -1.6692  -0.476
O: -2.0865 -0.0267 -1.6639  -0.177
H: -5.3711 2.9445 -2.4769  0.074
H: -1.8733 5.5594 -0.3290  0.055
H: 0.3415 4.9019 0.5434  0.104
H: 1.1844 2.5853 0.1306  0.107
O: 2.3740 -3.2151 0.8910  0.122
C: 1.5918 -2.3092 0.8293  -0.519
O: 0.4248 -2.0837 0.5347  -0.017
C: 2.3958 -0.6769 1.3038  -0.515
O: 3.0857 -0.8088 2.2700  0.138
O: 2.0371 0.1587 0.4799  -0.009
C: -3.9382 0.1664 1.4258  -0.169
Si: -2.2995 0.1088 2.3915  0.239
C: -2.2248 -1.5806 3.2565  -0.182
C: -2.2867 1.4678 3.7184  -0.182
O: -1.0646 0.3231 1.4160  -0.479
H: -4.7791 -0.1880 2.0301  0.018
H: -3.8529 -0.4787 0.5474  0.012
H: -4.1697 1.1776 1.0798  0.019
H: -3.1087 -1.7765 3.8710  0.013
H: -1.3416 -1.6453 3.8967  0.018
H: -2.1506 -2.3687 2.5035  0.018
H: -3.1719 1.4147 4.3605  0.014
H: -2.2595 2.4589 3.2599  0.013
H: -1.4026 1.3643 4.3522  0.016
C: 1.2761 -2.8472 -2.8651  -0.042
C: 0.3721 -1.9824 -2.2832  -0.115
N: 0.6918 -0.6977 -2.0367  -0.089
C: 1.8393 -0.2155 -2.4930  -0.076
C: 2.7737 -0.9909 -3.1811  -0.203
C: 2.4944 -2.3532 -3.2970  -0.016
C: 4.0479 -0.4658 -3.6620  -0.026
C: 4.3287 0.6317 -4.4012  -0.034
C: 3.4580 1.5038 -5.1789  -0.267
C: 4.0374 2.3759 -6.1143  -0.019
C: 3.2007 3.1061 -6.9273  -0.143
N: 1.8719 3.0342 -6.8489  0.073
C: 1.4126 2.2108 -5.9126  -0.199
N: 2.1219 1.4590 -5.0890  0.146
H: 1.0244 -3.8940 -2.9618  0.109
H: -0.6137 -2.2936 -1.9688  0.114
H: 2.0548 0.8122 -2.2492  0.118
H: 3.2298 -3.0008 -3.7601  0.115
H: 4.9020 -1.0872 -3.4094  0.113
H: 5.3831 0.8108 -4.5792  0.098
H: 5.1135 2.4481 -6.2015  0.104
H: 3.5901 3.7828 -7.6805  0.104
H: 0.3328 2.1509 -5.8096  0.114

***

C25H23BrIMoN7O2S2 | ωB97M-V/def2-TZVPD

Calculated values
total charge: +4
orbital gap (alpha / beta): 2.94 / 2.97 eV
HOMO energy (alpha / beta): -17.84 / -17.84 eV

Each line ends with the Löwdin charge.
Atoms and positions in Å:
Mo: -0.1021 -0.7148 -0.4190  1.689
N: -1.0334 1.5631 3.3508  0.182
C: -0.4931 0.9581 2.3077  -0.740
S: -1.4584 -0.1559 1.3480  0.797
N: 0.7406 1.1207 1.9540  0.044
N: 1.1342 0.4480 0.8414  -0.139
C: 2.4641 0.6140 0.6983  0.061
C: 3.2929 0.1358 -0.3169  -0.117
C: 4.6832 0.3946 -0.2888  0.067
C: 5.4846 -0.0733 -1.3096  0.020
C: 4.9233 -0.7984 -2.3609  0.054
C: 3.5481 -1.0710 -2.4276  0.059
C: 2.7697 -0.5995 -1.4029  -0.235
O: 1.4254 -0.8007 -1.3782  -0.250
H: -1.9868 1.4040 3.6399  0.135
H: -0.4703 2.1974 3.9049  0.158
H: 2.9133 1.2041 1.4912  0.165
H: 5.1067 0.9559 0.5354  0.150
H: 6.5489 0.1199 -1.2988  0.145
H: 5.5640 -1.1650 -3.1539  0.148
H: 3.1299 -1.6298 -3.2537  0.144
N: 1.2425 -4.4624 1.0982  0.282
C: 0.3390 -3.5209 1.1291  -0.554
O: 0.4743 -2.5002 0.3656  -0.218
C: -0.8111 -3.6400 2.0640  -0.518
I: -0.4069 -2.4475 3.7899  1.054
H: 2.0517 -4.3921 0.4951  0.161
H: 1.1710 -5.2796 1.6916  0.166
H: -0.9654 -4.6620 2.3988  0.080
H: -1.7189 -3.2661 1.6014  0.037
Br: -4.7842 -4.5991 -3.3178  1.006
C: -3.5887 -3.4980 -2.4527  -0.653
C: -2.3394 -3.2060 -3.0166  -0.045
C: -1.4814 -2.3767 -2.3438  -0.104
N: -1.7736 -1.8254 -1.1369  -0.140
C: -2.9857 -2.1047 -0.5994  -0.127
C: -3.9013 -2.9196 -1.2165  -0.041
H: -2.0497 -3.6197 -3.9729  0.135
H: -0.5159 -2.1364 -2.7793  0.117
H: -3.2340 -1.6445 0.3466  0.074
H: -4.8585 -3.1012 -0.7463  0.137
S: -2.5680 3.7853 -4.5468  1.236
C: -1.8517 2.6617 -3.5181  -0.469
C: -0.7861 1.7761 -3.8395  -0.003
C: -0.3065 0.9170 -2.9074  -0.092
N: -0.7805 0.8195 -1.6067  -0.150
C: -1.8132 1.6893 -1.3075  -0.111
C: -2.3408 2.5753 -2.1836  -0.038
C: -1.6857 3.6404 -6.0854  -0.511
C: -2.3038 3.0098 -7.1538  -0.053
C: -1.6046 2.9792 -8.3582  -0.089
N: -0.4039 3.5186 -8.5136  0.110
C: 0.1561 4.1473 -7.4866  -0.095
C: -0.4422 4.2435 -6.2362  -0.068
H: -0.3459 1.7871 -4.8283  0.131
H: 0.5023 0.2547 -3.1732  0.109
H: -2.2016 1.6417 -0.3025  0.074
H: -3.1365 3.2302 -1.8507  0.138
H: -3.2905 2.5731 -7.0770  0.119
H: -2.0386 2.5010 -9.2285  0.130
H: 1.1214 4.6054 -7.6682  0.128
H: 0.0300 4.7992 -5.4368  0.120

***

C25H23CoN5OTe | ωB97M-V/def2-TZVPD

Calculated values
2S+1: 5
total charge: -1
<S²>: 6.03
orbital gap (alpha / beta): 5.49 / 6.81 eV
HOMO energy (alpha / beta): -2.92 / -4.28 eV

Each line ends with the Löwdin charge.
Atoms and positions in Å:
Co: -0.2461 0.5029 -0.3769  0.463
C: 4.9218 -0.9784 -2.0741  -0.114
C: 4.6242 -1.8353 -1.0105  -0.133
C: 3.5055 -1.6943 -0.2349  -0.084
C: 2.6377 -0.6048 -0.4527  -0.287
C: 2.9841 0.2709 -1.4707  -0.104
C: 4.0701 0.1142 -2.2467  -0.122
N: 1.4229 -0.4643 0.2526  -0.132
N: 1.3074 -1.2022 1.3286  -0.003
C: -0.0617 -1.3060 1.7341  -0.343
C: -0.3346 -2.0716 2.8722  -0.086
C: -1.6725 -2.2983 3.2235  -0.138
C: -2.7371 -1.7542 2.4624  -0.120
C: -2.4018 -0.9032 1.3598  -0.137
C: -1.0798 -0.6698 0.9656  -0.185
H: 5.8612 -1.1807 -2.6560  0.101
H: 5.2603 -2.6903 -0.8434  0.089
H: 3.2765 -2.5089 0.5050  0.109
H: 2.3115 1.0782 -1.6540  0.022
H: 4.1660 0.8157 -3.0869  0.107
H: 0.4631 -2.4546 3.5289  0.100
H: -1.8940 -2.9373 4.0968  0.086
H: -3.7541 -1.9774 2.8307  0.081
H: -3.1566 -0.3777 0.7865  0.072
C: 1.1647 3.5864 2.1509  -0.062
C: 0.2505 4.6141 2.0234  -0.051
C: -0.7895 4.4559 1.0919  -0.005
C: -0.9075 3.2718 0.3769  -0.235
N: 0.0009 2.3204 0.4994  0.030
C: 1.0401 2.4522 1.3557  -0.068
C: -2.0919 2.9420 -0.4763  -0.210
C: -3.3418 3.2678 0.0787  -0.039
C: -4.5510 2.9428 -0.5680  -0.086
C: -4.4932 2.1879 -1.7414  -0.103
C: -3.2683 1.8551 -2.2485  -0.212
C: -2.0527 2.2386 -1.6938  -0.622
H: 1.9281 3.5914 2.9294  0.106
H: 0.2305 5.5080 2.6212  0.100
H: -1.5223 5.2032 1.0046  0.095
H: 1.7223 1.6199 1.4861  0.107
H: -3.4237 3.8016 1.0049  0.097
H: -5.4690 3.3262 -0.2087  0.077
H: -5.4371 1.9196 -2.2517  0.109
H: -3.3519 1.2599 -3.1453  0.075
C: 0.7252 -4.1034 0.1655  -0.088
N: -0.3293 -3.5268 -0.6648  0.032
C: -0.1272 -2.9289 -1.8854  -0.611
N: 1.2136 -2.8075 -2.3464  0.167
O: -1.0769 -2.5700 -2.5652  -0.004
H: 0.4040 -4.9806 0.6881  0.065
H: 1.1342 -3.3745 0.8663  0.039
H: 1.4791 -4.4871 -0.5243  0.079
H: -1.2060 -3.2537 -0.2342  0.125
H: 1.8470 -2.6072 -1.6066  0.025
H: 1.2320 -2.1828 -3.1333  0.090
Te: -0.4068 1.5852 -2.8890  0.734

***

Taking the records one at a time from the top gives ΔE to the lowest compared entry with this formula, charge and spin values of 2.784 0.000 0.031 eV.